Below is C35H22F3N6O4Re as an isolated structure in a non-equilibrium geometry, with properties calculated with wB97M-V/def2-TZVPD.

The geometry in XYZ format:
```
71
Properties=species:S:1:pos:R:3:forces:R:3
Re -0.052466 -0.030097 -0.352429 -1.47 -0.17 0.20
C 1.202913 -3.335063 2.291360 0.06 0.08 -0.05
C 1.229338 -2.219417 1.442460 0.00 -0.03 0.13
N 0.135448 -1.725944 0.895102 0.09 -0.03 -0.21
C -1.085095 -2.306999 1.137451 0.15 0.14 -0.14
C -1.186433 -3.421134 1.977348 -0.05 -0.18 0.13
C 0.001453 -3.928199 2.554249 -0.08 0.00 0.00
C -2.461779 -3.992137 2.219415 0.12 -0.06 0.07
C -3.555257 -3.447440 1.628157 -0.01 0.19 -0.15
C -3.444550 -2.326768 0.763802 -0.16 -0.21 0.17
C -2.235947 -1.740747 0.496452 -0.03 0.33 -0.37
N -1.955330 -0.611698 -0.330659 0.21 -0.21 -0.10
C -2.861559 0.159661 -1.122432 0.20 -0.34 0.29
C -4.208310 -0.002635 -1.298823 -0.25 0.05 -0.11
C -4.968907 0.907576 -2.078780 0.10 -0.15 0.11
C -4.385981 1.975277 -2.679999 0.07 0.10 -0.06
C -2.987554 2.170780 -2.543936 -0.15 0.12 -0.12
C -2.304874 3.257997 -3.133836 -0.04 -0.02 0.01
C -0.954996 3.389784 -2.973419 0.06 -0.03 0.01
C -0.270731 2.428143 -2.220061 -0.06 -0.03 0.00
N -0.886839 1.409489 -1.646935 0.19 0.10 0.01
C -2.244278 1.261993 -1.787723 0.31 -0.06 0.09
H 2.126456 -3.698005 2.718681 -0.01 0.01 0.01
H 2.151795 -1.699994 1.212948 0.01 -0.03 -0.01
H -0.059590 -4.791754 3.205415 0.00 0.01 0.00
H -2.544039 -4.850519 2.873501 0.01 0.01 -0.01
H -4.536147 -3.866139 1.806783 0.00 0.01 -0.01
H -4.355603 -1.952686 0.340599 -0.02 -0.02 0.03
H -4.744119 -0.814830 -0.848211 -0.03 0.01 -0.04
H -6.032084 0.738582 -2.180084 0.00 -0.01 0.02
H -4.966123 2.679973 -3.261563 0.02 -0.01 0.00
H -2.868580 3.982209 -3.709168 0.01 -0.01 0.00
H -0.405091 4.209298 -3.412529 -0.01 0.00 0.01
H 0.799166 2.483144 -2.064424 0.00 0.02 -0.01
F 4.783543 2.220491 0.664079 0.07 0.06 0.04
C 4.069822 1.406157 -0.118468 -0.02 -0.05 -0.04
C 2.738911 1.200435 0.176431 0.05 -0.06 -0.06
C 1.978624 0.358436 -0.643090 0.22 0.00 -0.12
C 2.597530 -0.264191 -1.742456 0.21 0.09 0.04
C 3.951987 -0.016820 -1.982905 -0.01 -0.10 -0.11
F 4.563199 -0.603759 -3.028957 0.01 0.02 0.02
C 4.710846 0.810071 -1.194784 0.03 0.05 0.05
C 1.728878 -1.122141 -2.529965 -0.22 -0.10 -0.01
C 2.078656 -1.849429 -3.670398 0.09 0.03 0.01
C 1.136366 -2.616512 -4.315013 -0.05 -0.05 -0.05
C -0.164844 -2.669001 -3.823696 0.02 -0.03 -0.05
C -0.464039 -1.942233 -2.701953 0.12 0.09 0.10
N 0.451219 -1.180787 -2.058759 0.10 -0.22 -0.40
H 2.308288 1.699072 1.034803 0.03 -0.04 -0.14
H 5.755273 0.984750 -1.406311 0.00 0.00 0.01
H 3.090100 -1.800833 -4.037446 -0.02 0.00 0.00
H 1.411398 -3.174235 -5.200604 -0.01 0.00 0.01
H -0.932986 -3.261695 -4.298480 0.01 0.00 -0.01
H -1.456966 -1.949709 -2.276771 0.00 0.00 -0.02
F 2.823879 -0.538900 4.574030 -0.03 -0.03 0.00
C 2.470720 0.654746 4.091179 0.17 0.02 -0.04
C 1.197021 0.968692 3.883355 -0.26 0.05 -0.08
N 0.810890 2.199442 3.378971 -0.18 -0.15 0.31
C -0.584481 2.436354 3.044255 0.29 -0.04 0.04
C -0.901756 2.015540 1.619703 0.18 0.25 -0.08
O -1.790514 2.471945 0.960584 -0.14 -0.11 0.09
O -0.068607 1.046503 1.204270 0.05 0.46 0.64
C 1.739435 3.151797 3.010712 0.27 0.06 -0.07
O 1.434431 4.196490 2.481216 -0.06 -0.03 -0.01
N 3.053672 2.797168 3.268298 -0.15 0.02 0.14
C 3.546890 1.597489 3.786463 0.04 0.06 -0.04
O 4.723512 1.394642 3.935730 0.00 0.00 -0.01
H 0.404901 0.263746 4.095267 -0.01 0.02 0.03
H -0.830108 3.486844 3.157958 0.04 0.05 0.02
H -1.196418 1.849868 3.730719 -0.10 0.05 -0.05
H 3.746420 3.487865 3.013325 0.01 0.01 -0.04
```
Positions in Å, forces in eV/Å.

Gap between HOMO and LUMO (spin up / spin down) ... 6.536 / 6.528 eV
<S²> ... 0.7634
Spin multiplicity ... 2
Total charge ... +1

=====

Below is an isolated ion of composition C6H10N and charge +1 in a non-equilibrium geometry, with properties calculated with wB97M-V/def2-TZVPD.

The geometry in XYZ format:
```
17
Properties=species:S:1:pos:R:3:forces:R:3
C 0.168446 1.887845 0.210181 1.24 1.40 -0.39
C 0.866947 -0.977975 0.589024 0.04 -3.41 -0.41
C -1.014049 0.004020 -0.838664 1.36 -2.08 1.49
C -0.198998 -1.159098 -0.185330 0.20 0.34 -0.86
C 0.994770 2.953015 0.669516 -0.84 2.30 1.16
C -0.785890 -2.490663 -0.466754 1.09 -3.07 2.11
N -0.561026 1.221311 -0.339342 -0.94 -0.51 0.36
H 1.479748 -1.902854 0.944969 -1.36 1.98 -0.41
H 1.200900 -0.030006 0.836163 0.97 1.54 0.48
H -1.013900 0.088552 -1.873697 0.62 -0.27 -2.12
H -1.986023 -0.315017 -0.629726 -2.04 0.72 0.87
H 1.634686 2.707834 1.492968 0.15 -0.72 0.65
H 0.186713 3.664297 1.155989 1.80 -0.72 -1.21
H 1.718925 3.410913 -0.063287 -1.43 -0.41 0.22
H -0.469815 -3.137496 -1.242266 0.98 0.50 -2.08
H -1.843807 -2.649105 -0.552527 -0.77 0.72 0.52
H -0.377626 -3.275574 0.292782 -1.10 1.69 -0.35
```
Positions in Å, forces in eV/Å.

Gap between HOMO and LUMO ... 9.621 eV
SMILES ... C=C(C)C[N+]#CC
Total charge ... +1

=====

Below is a 12-piece molecular cluster, H24O12 overall in a non-equilibrium geometry, with properties calculated with wB97M-V/def2-TZVPD.

The geometry in XYZ format:
```
36
Properties=species:S:1:pos:R:3:forces:R:3
H -0.926204 0.085185 0.564191 0.40 -0.24 0.68
H -0.026019 -0.489965 -0.516971 -0.10 0.34 0.94
H -3.644386 -2.722295 -1.022738 -0.01 0.16 -0.16
H -4.625425 -3.346359 -2.001588 0.15 -0.05 -0.01
H -2.943430 -0.307226 -0.154503 -0.09 0.12 -0.04
H -4.273511 -0.908921 0.268451 -0.02 0.08 0.01
H -1.603550 -0.114166 3.775923 -0.04 0.13 -0.07
H -0.874448 -0.838600 2.656259 0.14 0.25 -0.23
H 2.603239 -2.871765 0.222694 0.01 0.01 0.22
H 2.582629 -1.386743 0.545688 0.09 0.26 0.18
H 3.353727 0.798942 2.645330 -0.06 0.00 -0.14
H 3.665639 -0.686599 2.568389 -0.01 -0.12 -0.24
H 3.925166 2.932525 -0.997755 -0.10 0.02 -0.02
H 2.717783 2.189137 -0.450360 -0.18 -0.13 -0.17
H 0.322360 1.341527 -1.644980 0.21 0.12 0.19
H 0.911720 -0.004305 -2.034122 0.33 0.29 -0.47
H 3.809709 -1.251091 -2.128908 0.12 0.08 0.04
H 4.035204 -2.650245 -1.579762 0.18 0.14 0.10
H -1.029265 4.626853 -0.978822 0.14 0.05 -0.04
H -0.786485 3.907661 0.337940 0.19 -0.03 0.04
H -1.743556 -2.031787 0.087866 -0.21 -0.23 0.04
H -1.059175 -2.528980 1.350586 -0.02 -0.28 -0.20
H -4.643331 3.450927 0.302459 -0.05 -0.11 -0.01
H -3.354593 2.761569 -0.114653 -0.04 -0.05 -0.04
O -0.035975 0.152972 0.201027 -2.57 0.45 2.70
O -3.756049 -3.480246 -1.607573 -0.16 -0.30 -0.04
O -3.578977 -0.990840 -0.394799 0.03 0.12 0.22
O -1.419871 -0.063402 2.831108 -0.17 -0.17 0.35
O 3.022360 -2.210426 0.784795 -0.38 -0.53 -0.09
O 3.382412 0.059438 2.027834 0.07 0.35 0.41
O 2.967043 2.871943 -1.083317 0.35 0.13 0.14
O 1.008107 0.711628 -1.396047 2.67 0.88 -4.29
O 4.469763 -1.796566 -1.686443 -0.09 -0.07 -0.42
O -0.378436 4.086586 -0.516736 -0.38 -0.07 -0.01
O -0.935492 -1.932378 0.603754 -0.56 -1.72 0.40
O -4.294110 2.596880 0.023822 0.13 0.11 0.04
```
Positions in Å, forces in eV/Å.

Gap between HOMO and LUMO ... 8.876 eV
SMILES ... O.O.O.O.O.O.O.O.O.O.O.O

=====

The records above yield energy above the lowest of the compared OMol25 structures with the same formula, charge and spin values of 0.0; 41.9; 112.7 kcal per mole, respectively.
The records above yield E values of -64063.44998; -7864.52909; -24956.80818 eV, respectively.